Record 1
Computed, not measured: 8 unconnected molecules or ions with the total composition C19H58ClO29P6 at a distorted geometry, with the ωB97M-V functional and the def2-TZVPD basis.

Structure (XYZ):
```
113
Properties=species:S:1:pos:R:3:forces:R:3
Cl 0.02443 0.34848 -0.67248 -4.25 -0.05 1.88
O -0.08048 -1.11532 -0.61036 0.59 0.42 -0.33
O -1.32062 0.89395 -0.85961 -0.32 -0.49 0.01
O 0.45864 0.84443 0.60001 1.25 -0.13 -0.15
O 0.75086 0.78858 -1.78354 2.56 0.13 -1.50
C 1.11620 -2.65477 -3.56896 -0.37 -0.22 1.52
O 1.11041 -2.84881 -4.97585 0.13 1.91 -1.35
P 1.42033 -1.50302 -5.88571 -1.37 -0.78 0.75
O 0.43403 -0.37236 -5.79449 2.10 -1.91 -0.19
O 1.52633 -2.14449 -7.35742 0.58 -0.78 0.79
C 2.64676 -3.06986 -7.59822 -0.17 0.54 -1.12
O 2.96011 -1.28987 -5.46109 -0.16 1.58 0.22
C 3.44973 0.08210 -5.20020 -1.19 -0.54 0.58
H 1.51838 -1.71920 -3.18030 0.52 0.16 -0.55
H 1.63768 -3.49465 -3.10986 0.23 0.07 -0.13
H 0.12952 -2.63854 -3.10605 -0.33 -0.25 -0.61
H 3.14534 -3.43334 -6.69967 -0.08 0.42 -0.10
H 3.27623 -2.55005 -8.32047 0.65 0.37 0.70
H 2.40281 -3.92372 -8.23030 -1.15 -0.17 0.50
H 3.69541 0.54849 -6.15426 0.35 0.02 0.33
H 4.20298 0.05987 -4.41265 0.60 -0.48 -0.69
H 2.67752 0.64146 -4.67207 -0.43 0.10 -0.50
C -2.75300 -6.50548 -3.02958 -0.71 1.31 0.28
O -2.42566 -5.45917 -3.97323 -0.53 0.76 -1.28
P -3.30758 -4.09619 -4.18220 -0.14 -0.44 0.65
O -4.40422 -3.91599 -3.17856 1.58 -0.15 -1.23
O -2.17306 -2.97596 -4.31242 -0.14 -2.24 -0.25
C -2.35357 -1.67825 -3.82315 -0.41 0.67 1.66
O -3.80386 -4.14302 -5.71066 0.22 -0.59 1.29
C -4.04203 -2.92573 -6.41377 0.66 -0.80 -1.84
H -2.76649 -7.53891 -3.37592 0.46 0.32 -0.91
H -3.78106 -6.28222 -2.74440 0.17 -0.17 0.83
H -2.00527 -6.39522 -2.24418 -0.43 -0.20 0.29
H -3.40969 -1.55614 -3.58272 -0.14 0.68 -0.53
H -1.89154 -0.97213 -4.51310 -0.28 0.03 0.09
H -1.90319 -1.61738 -2.83242 0.48 0.30 -0.09
H -3.48937 -3.06541 -7.34283 0.17 0.07 -0.22
H -3.59189 -2.01529 -6.01809 -0.73 -0.13 0.59
H -5.07503 -2.94568 -6.76107 -0.16 0.68 0.73
C -4.67387 -0.86180 5.54345 -0.04 -0.40 2.53
O -3.79088 -0.00986 4.86007 -0.12 -0.91 -1.09
P -4.04045 0.02143 3.27961 1.40 1.99 -0.82
O -5.42905 0.07634 2.79148 0.51 -0.45 0.52
O -3.22433 1.42774 3.03490 -1.15 -2.77 -0.97
C -3.75885 2.53424 3.68915 1.34 2.15 0.07
O -3.11149 -1.12693 2.69434 -0.41 1.08 1.17
C -3.14698 -1.41239 1.28668 -0.54 -0.81 -0.07
H -5.05963 -0.26254 6.36818 -1.40 0.41 -0.64
H -4.19297 -1.54613 6.24240 1.07 -0.66 -0.82
H -5.35597 -1.44470 4.92452 -0.25 0.56 0.10
H -3.02739 2.74581 4.46909 -0.63 0.02 0.85
H -4.80861 2.56744 3.98070 0.11 -0.68 0.09
H -3.58453 3.39429 3.04260 -0.34 0.04 -0.40
H -3.05781 -2.49694 1.22434 0.36 0.06 -0.15
H -2.32789 -0.90573 0.77629 -0.29 0.08 -0.11
H -4.15974 -1.20142 0.94330 0.26 0.41 -0.47
C 2.25883 -1.68773 5.97652 -0.20 -4.22 0.28
O 2.87646 -0.85324 5.08557 -0.77 3.00 -0.65
P 2.09583 -0.03881 3.93013 -0.09 1.10 -2.28
O 2.68657 1.26439 3.54748 -0.45 -2.61 0.85
O 2.04865 -1.14009 2.66950 -0.21 1.77 1.46
C 1.30641 -2.33838 2.74914 -0.14 -0.19 0.61
O 0.56855 0.08973 4.45126 1.51 -0.58 0.18
C -0.44363 0.59695 3.60012 -1.57 0.73 0.06
H 1.23032 -2.02398 5.84534 -0.40 0.97 -0.74
H 2.32928 -1.63795 7.06310 0.74 1.38 -0.03
H 2.79511 -2.59005 5.68271 -0.08 -0.91 0.94
H 1.90426 -3.06811 3.29517 0.04 -0.40 -0.23
H 1.02327 -2.68522 1.75534 0.41 0.13 -0.10
H 0.36982 -2.24669 3.29912 -0.15 0.34 0.13
H -0.36076 1.58356 3.14422 1.56 -0.37 -0.38
H -1.27042 0.89771 4.24360 -0.19 -1.00 0.36
H -0.75603 -0.13977 2.86002 0.08 0.13 0.10
C -0.48853 6.37930 4.62176 -0.38 0.89 -0.19
O 0.74767 5.70746 4.58528 -0.03 -0.93 -0.46
P 0.84193 4.19485 4.08627 1.63 -3.05 -1.30
O 2.10043 3.82357 3.36619 -2.73 1.82 1.06
O -0.62154 3.82007 3.38893 1.62 0.89 -0.42
C -0.81584 3.93812 1.91555 -0.46 0.66 1.07
O 0.73836 3.27844 5.42289 0.50 0.21 -1.44
C -0.44421 3.17790 6.11911 -2.03 0.76 1.32
H -0.26680 7.37249 4.23124 -0.25 0.23 0.43
H -0.86585 6.38777 5.64434 -0.03 0.26 -0.02
H -1.25255 5.96523 3.96379 0.15 -0.31 0.07
H 0.07521 4.29909 1.40191 0.21 -0.80 0.09
H -1.55941 4.71876 1.75489 -0.19 0.16 0.23
H -1.28092 3.01323 1.57439 0.71 -0.14 -0.14
H -0.26959 3.46028 7.15732 0.00 0.12 0.09
H -1.01382 2.24952 6.16107 1.02 -0.92 -0.44
H -1.24367 3.80086 5.71798 0.15 0.66 0.00
C 3.27899 -1.42565 -0.58773 -0.32 -0.83 -0.97
O 3.71333 -0.60957 0.44235 1.12 3.74 -0.16
P 4.41648 0.90161 0.25257 -0.92 -1.52 0.74
O 3.99406 1.84860 1.29102 0.77 -0.52 -1.63
O 5.97799 0.48905 0.41468 0.15 0.53 -1.64
C 6.61725 -0.31800 -0.60741 0.50 -0.35 0.80
O 4.20954 1.29719 -1.34399 1.11 -0.56 1.30
C 4.90419 2.39258 -1.97363 -0.78 0.88 -0.09
H 2.26081 -1.76116 -0.39062 0.11 -0.25 0.28
H 4.00466 -2.23736 -0.63895 -0.28 -0.46 -0.27
H 3.20359 -0.95989 -1.57032 0.27 0.36 0.01
H 6.21917 -0.30055 -1.62198 -0.83 0.05 0.32
H 6.67661 -1.32343 -0.19065 -0.31 -0.21 -0.38
H 7.65745 -0.03603 -0.77044 0.05 0.58 0.54
H 5.49525 2.14063 -2.85413 -0.25 -0.87 -0.04
H 5.58791 3.01955 -1.40132 -0.15 -0.50 0.91
H 4.10843 3.06602 -2.29196 0.06 0.04 -0.16
C -2.34323 4.07186 -2.06661 0.38 0.56 -1.56
O -3.28502 4.44407 -3.12607 -0.13 -0.17 1.10
H -1.41307 3.87948 -2.60129 0.18 -0.71 0.46
H -2.09115 4.90067 -1.40507 -0.50 0.22 0.20
H -2.69243 3.20863 -1.50005 -0.01 0.09 -0.35
H -2.79980 4.88241 -3.82893 0.12 -0.07 0.17
```
Positions in Å, forces in eV/Å.

Computed properties:
relative energy (zero: lowest compared OMol25 entry of this formula, charge and spin): 553.4 kJ/mol
net charge: -1
HOMO level: -6.436 eV



Record 2
Computed, not measured: 13 unconnected molecules or ions with the total composition C19H58FIO14 at a distorted geometry, with the ωB97M-V functional and the def2-TZVPD basis.

Structure (XYZ):
```
93
Properties=species:S:1:pos:R:3:forces:R:3
C 4.57345 0.87655 -1.75445 -0.10 -0.18 0.56
C 3.66821 2.07366 -1.60840 0.39 -0.14 -1.12
F 4.51700 3.18600 -1.60672 0.25 0.50 0.22
C 2.77439 2.22817 -2.82607 -0.40 0.07 0.70
C 1.38178 1.61566 -2.75536 1.04 0.36 0.69
C 0.41802 1.99139 -1.64219 -0.06 0.45 -0.51
C -0.64841 0.91753 -1.83447 4.97 1.52 -1.71
O -1.64746 0.81719 -1.29352 -5.38 -0.70 2.16
O -0.21382 0.02904 -2.78644 0.04 -0.92 -0.15
C 1.20796 0.11427 -2.69903 -0.31 0.26 0.21
I 1.60577 -0.87996 -0.76108 0.35 -0.07 -0.06
H 5.07607 0.70394 -0.81238 0.30 -0.23 0.17
H 5.29551 1.02626 -2.54096 0.24 0.35 -0.27
H 4.02761 -0.01698 -2.01877 -0.21 -0.23 0.06
H 3.13298 2.10778 -0.66950 -0.24 -0.09 0.21
H 2.63564 3.28804 -3.00312 -0.09 0.33 0.07
H 3.30046 1.86034 -3.69789 0.14 -0.22 -0.28
H 0.89714 2.00592 -3.64486 -0.17 -0.55 -0.53
H 0.83400 1.99902 -0.65081 0.18 -0.42 0.42
H 0.03385 2.99956 -1.73294 -0.48 0.10 -0.29
H 1.77301 -0.49572 -3.37951 -0.40 -0.19 -0.61
C 0.49560 5.43238 -0.05769 0.04 -0.20 0.22
O 1.35952 4.33716 0.21904 -0.06 -0.07 -0.03
H 0.66411 5.74216 -1.08707 0.05 -0.02 -0.01
H -0.55139 5.13877 0.06115 -0.04 0.12 -0.05
H 0.71418 6.27103 0.60781 -0.08 0.08 -0.06
H 1.20314 4.07593 1.13491 0.16 0.16 0.08
C -0.18900 -2.55098 2.35972 0.24 -0.09 0.25
O 0.92711 -1.96497 3.04044 0.06 0.08 -0.11
H -0.74506 -1.75246 1.87275 0.09 0.06 0.00
H 0.16488 -3.25598 1.60186 -0.16 -0.01 -0.08
H -0.83861 -3.06753 3.06552 -0.03 0.00 -0.18
H 1.41098 -2.68048 3.46527 -0.07 0.11 -0.02
C -2.15799 -5.41315 4.83996 -0.31 0.23 -0.31
O -2.26667 -4.62351 3.65200 -0.16 -0.15 0.13
H -1.15383 -5.81487 4.89317 0.04 0.05 -0.03
H -2.34163 -4.79713 5.72138 0.07 -0.11 0.10
H -2.87384 -6.23836 4.81332 0.06 -0.06 0.13
H -3.16365 -4.27304 3.61887 0.11 -0.02 -0.09
C 0.20598 -7.41829 7.54900 -0.28 0.31 0.33
O -0.67712 -6.33830 7.23514 0.04 -0.10 0.11
H 0.34792 -8.01101 6.65037 -0.03 0.05 -0.05
H 1.16947 -7.03644 7.87797 0.09 -0.16 -0.02
H -0.22913 -8.04853 8.32964 0.07 -0.10 -0.04
H -0.79457 -5.81917 8.03775 -0.01 -0.03 -0.12
C -4.78279 1.98783 -0.38155 0.33 0.00 -0.01
O -3.61627 2.17512 0.40417 -0.09 0.04 -0.01
H -5.62813 2.40298 0.16307 0.01 0.01 0.02
H -4.68917 2.50708 -1.34158 -0.12 -0.03 -0.03
H -4.96361 0.92359 -0.55907 -0.12 0.02 -0.06
H -2.87748 1.80246 -0.09289 0.01 -0.01 0.08
C 3.52903 -6.32743 5.99592 -0.09 -0.26 -0.12
O 3.13644 -7.59137 6.52334 0.17 0.01 -0.13
H 3.69687 -5.65327 6.83194 -0.01 -0.04 0.04
H 4.45377 -6.41934 5.42131 0.02 0.13 -0.01
H 2.74221 -5.91560 5.35807 0.05 0.11 0.00
H 2.99022 -8.18234 5.77689 0.02 0.02 0.13
C 6.42132 3.01989 -4.74847 -0.01 -0.16 -0.14
O 5.63225 1.86351 -5.02274 0.02 -0.02 -0.02
H 5.95373 3.55449 -3.92540 -0.04 -0.06 0.02
H 7.43502 2.73301 -4.45819 0.03 0.11 0.04
H 6.46258 3.67275 -5.62371 0.05 0.08 0.06
H 6.04812 1.39059 -5.75126 -0.09 0.03 0.09
C -0.79167 4.91374 -4.13817 -0.08 -0.16 -0.04
O -0.15619 3.81185 -4.77829 0.12 0.02 -0.06
H -0.03980 5.46169 -3.57377 0.09 -0.04 -0.07
H -1.23615 5.58178 -4.88019 -0.02 0.09 0.10
H -1.56416 4.55623 -3.45622 -0.06 0.14 0.02
H -0.84191 3.33993 -5.26465 0.01 -0.04 0.19
C -4.46798 -1.99824 0.13773 0.01 -0.28 -0.19
O -5.29477 -3.14149 -0.02914 0.03 -0.05 0.15
H -4.88265 -1.38269 0.93312 -0.05 -0.05 0.01
H -3.45349 -2.30106 0.41248 0.06 0.19 0.00
H -4.43874 -1.41468 -0.78614 0.12 0.09 0.07
H -4.90912 -3.66387 -0.74147 -0.17 0.13 -0.04
C -4.53883 -1.68602 -3.85863 -0.06 -0.33 -0.09
O -4.89769 -2.89828 -3.20215 0.05 -0.01 -0.02
H -4.42282 -0.91519 -3.10164 0.00 -0.05 0.06
H -3.59368 -1.80717 -4.39453 0.02 0.15 -0.01
H -5.32277 -1.38587 -4.55909 0.05 0.13 -0.01
H -5.00039 -3.57513 -3.87964 -0.01 0.04 0.13
C -3.78802 1.79623 -4.54154 0.19 -0.11 0.23
O -2.72413 2.46788 -3.87254 -0.06 -0.03 -0.25
H -4.36426 2.52963 -5.09997 0.04 0.06 0.03
H -3.38681 1.04885 -5.23175 -0.16 -0.03 -0.06
H -4.43465 1.31083 -3.80746 -0.15 -0.02 -0.14
H -2.24276 1.79038 -3.38772 -0.03 0.10 0.08
C 2.36839 5.20277 4.26448 0.03 -0.24 -0.07
O 1.57923 4.33461 3.45521 0.00 -0.11 -0.09
H 2.03532 6.22170 4.08700 -0.04 -0.02 -0.04
H 2.23783 4.96246 5.32199 0.04 0.10 0.03
H 3.42484 5.12035 3.99917 0.03 0.10 0.06
H 1.88010 3.43390 3.61982 -0.10 0.08 -0.02
```
Positions in Å, forces in eV/Å.

Computed properties:
net charge: 0
HOMO level: -9.448 eV



> Among the records above, which one has the lowest net charge?

C19H58ClO29P6



> Look up the HOMO level of the second one.

-9.448 eV